1.
{"formula": "C29H29CdN10O2S2", "method": "ωB97M-V with the def2-TZVPD basis set", "symbols": ["Cd", "C", "C", "N", "C", "S", "N", "N", "C", "C", "C", "C", "C", "C", "C", "N", "H", "H", "H", "H", "H", "H", "H", "H", "H", "H", "H", "H", "H", "O", "C", "N", "C", "C", "C", "C", "C", "C", "N", "C", "C", "C", "C", "C", "N", "H", "H", "H", "H", "H", "H", "H", "H", "H", "H", "N", "C", "N", "C", "C", "C", "C", "C", "C", "H", "H", "H", "H", "H", "H", "O", "S", "N"], "coordinates": [[-0.26483, -0.19457, 0.81074], [2.39997, 0.08045, 6.30742], [1.94709, -0.94414, 5.27075], [2.53030, -0.70688, 3.96001], [1.91993, -0.11534, 2.90790], [0.34456, 0.55513, 3.14043], [2.66693, -0.09567, 1.80385], [2.05891, 0.47443, 0.74962], [2.77738, 0.72877, -0.28575], [4.21226, 0.29747, -0.39655], [2.18695, 1.54180, -1.37207], [2.78514, 1.59583, -2.63436], [2.27157, 2.44584, -3.59736], [1.18416, 3.24118, -3.28334], [0.65264, 3.11948, -2.00785], [1.12126, 2.29635, -1.08034], [1.90578, -0.10524, 7.26357], [3.48218, 0.03882, 6.45715], [2.13443, 1.08406, 5.96806], [2.22153, -1.95110, 5.59259], [0.86497, -0.90796, 5.16294], [3.48980, -0.96593, 3.79456], [4.58520, 0.05460, 0.59388], [4.28589, -0.60400, -1.01471], [4.83382, 1.07628, -0.84284], [3.63636, 0.96540, -2.85455], [2.71990, 2.49193, -4.58272], [0.75259, 3.92345, -4.00336], [-0.19815, 3.72837, -1.71171], [-0.31260, -3.04312, -2.46844], [-0.00355, -2.41559, -1.44143], [-0.80137, -1.62168, -0.73419], [-2.19221, -1.68781, -1.11802], [-3.14539, -1.18302, -0.05629], [-4.46926, -0.96518, -0.41193], [-5.33076, -0.45801, 0.55280], [-4.86649, -0.23570, 1.83007], [-3.52559, -0.55327, 2.14144], [-2.67810, -0.96254, 1.17473], [1.41541, -2.59897, -0.93390], [2.41110, -2.98312, -1.82748], [3.66888, -3.28157, -1.33747], [3.88374, -3.21915, 0.03217], [2.83302, -2.82362, 0.84288], [1.62813, -2.50252, 0.37688], [-2.45084, -2.72737, -1.34194], [-2.39265, -1.13853, -2.04299], [-4.80203, -1.16921, -1.42371], [-6.37157, -0.26670, 0.31178], [-5.52516, 0.10532, 2.61885], [-3.79921, -0.12089, 4.05081], [2.16731, -3.05509, -2.87889], [4.46700, -3.57545, -2.00925], [4.84620, -3.46562, 0.46265], [2.95250, -2.76683, 1.91880], [-3.38248, 2.80888, -1.08244], [-2.71942, 2.12182, -0.10877], [-1.78417, 1.35686, -0.58348], [-1.81364, 1.53015, -1.96027], [-1.02626, 0.95527, -2.95572], [-1.26454, 1.34024, -4.25950], [-2.26145, 2.27505, -4.58060], [-3.05707, 2.84649, -3.60428], [-2.81566, 2.45072, -2.29298], [-4.13811, 3.45244, -0.94300], [-2.97404, 2.20627, 0.93931], [-0.26164, 0.23131, -2.69671], [-0.66766, 0.91217, -5.05598], [-2.41491, 2.54990, -5.61671], [-3.82882, 3.56507, -3.85250], [-3.39482, -2.76861, 4.60005], [-2.23908, -1.82713, 4.22329], [-3.07122, -0.44045, 3.42639]], "e_above_lowest_kj_mol": 132.2, "homo_energy_ev": -2.290, "lumo_ev": 2.24, "charge": -1}

2.
{"formula": "C41H48LiN5P2S", "method": "ωB97M-V with the def2-TZVPD basis set", "symbols": ["Li", "C", "P", "C", "C", "C", "C", "C", "C", "C", "C", "C", "C", "C", "C", "C", "C", "C", "C", "C", "P", "C", "C", "C", "C", "C", "C", "C", "C", "C", "C", "C", "C", "N", "H", "H", "H", "H", "H", "H", "H", "H", "H", "H", "H", "H", "H", "H", "H", "H", "H", "H", "H", "H", "H", "H", "H", "H", "H", "H", "C", "C", "N", "C", "C", "C", "C", "N", "H", "H", "H", "H", "H", "H", "H", "H", "H", "H", "H", "H", "H", "H", "S", "C", "N", "C", "C", "C", "C", "H", "H", "H", "H", "H", "N", "H", "H", "H"], "coordinates": [[-0.56884, -0.69114, -0.30225], [-1.30078, 2.59243, -0.60965], [-2.67727, 1.33901, -0.60207], [-4.14766, 2.43857, -0.73106], [-4.60144, 3.05195, -1.89825], [-5.69271, 3.91211, -1.87136], [-6.34324, 4.18058, -0.67310], [-5.89617, 3.58563, 0.49883], [-4.81205, 2.71457, 0.46584], [-2.52450, 0.63044, -2.29668], [-1.25868, 0.48166, -2.87056], [-1.08998, -0.19955, -4.07290], [-2.18250, -0.75302, -4.72085], [-3.44788, -0.63662, -4.14935], [-3.61579, 0.03945, -2.94728], [-0.17415, 2.20800, 0.31394], [0.68460, 3.05372, 0.99754], [1.55583, 2.21328, 1.73180], [1.15456, 0.91654, 1.46389], [1.69460, -0.31730, 2.10698], [0.92622, -0.85623, 3.72511], [-0.56976, -1.76755, 3.14866], [-1.89656, -1.36522, 3.30680], [-2.94764, -2.22116, 2.98314], [-2.69531, -3.49319, 2.48940], [-1.37900, -3.90759, 2.31959], [-0.33850, -3.05488, 2.65707], [0.24030, 0.68836, 4.40943], [-0.56024, 1.58220, 3.68811], [-1.03497, 2.74077, 4.28518], [-0.71220, 3.03089, 5.60728], [0.08594, 2.15866, 6.33437], [0.55768, 0.99406, 5.73346], [0.10444, 0.89399, 0.58588], [-1.73349, 3.54662, -0.31857], [-0.95108, 2.71074, -1.63691], [-4.09254, 2.86772, -2.83805], [-6.03202, 4.37900, -2.78876], [-7.19469, 4.85002, -0.65454], [-6.39527, 3.79166, 1.43824], [-4.47249, 2.24091, 1.38167], [-0.38102, 0.89136, -2.37625], [-0.09751, -0.29268, -4.49756], [-2.05290, -1.27393, -5.66278], [-4.30724, -1.07512, -4.64310], [-4.60783, 0.11543, -2.51190], [0.68289, 4.13567, 0.96300], [2.34434, 2.51131, 2.41358], [2.75708, -0.19148, 2.32497], [1.60842, -1.19971, 1.46264], [-2.11917, -0.38490, 3.70877], [-3.97022, -1.88834, 3.12288], [-3.51546, -4.15960, 2.25061], [-1.16381, -4.90451, 1.95231], [0.68421, -3.40700, 2.58064], [-0.80374, 1.37976, 2.64828], [-1.64454, 3.42793, 3.70892], [-1.08004, 3.94138, 6.06715], [0.34233, 2.38168, 7.36413], [1.18174, 0.30981, 6.29692], [1.21424, -6.20461, -3.24283], [0.39361, -5.91489, -1.99014], [0.80731, -4.71694, -1.26702], [1.99481, -4.80861, -0.43369], [3.25429, -4.25968, -1.10777], [0.18461, -3.50264, -1.42100], [-0.96136, -3.44206, -2.40226], [0.53286, -2.40909, -0.83332], [0.77286, -7.03466, -3.80076], [2.24206, -6.47900, -2.99512], [1.24583, -5.32820, -3.89535], [0.46704, -6.75519, -1.29765], [-0.65721, -5.82848, -2.25088], [2.12556, -5.85708, -0.16385], [1.81303, -4.27621, 0.49800], [3.57075, -4.89090, -1.93952], [4.07871, -4.20935, -0.38750], [3.05858, -3.25922, -1.50926], [-1.80793, -4.06011, -2.08928], [-0.64557, -3.78998, -3.38851], [-1.29322, -2.41022, -2.48619], [1.34124, -2.51861, -0.23212], [2.97591, -0.32726, -2.08753], [4.03776, 0.14572, -0.88962], [4.67536, -0.77451, -0.09543], [5.54024, -0.48856, 0.91909], [5.83089, 0.79252, 1.22624], [5.19806, 1.80906, 0.46193], [4.33951, 1.50440, -0.54480], [4.46654, -1.73639, -0.31836], [5.95209, -1.33802, 1.44564], [6.50983, 1.02207, 2.03413], [5.39625, 2.84801, 0.69608], [3.83327, 2.27176, -1.11174], [-2.37177, -1.88244, -0.00101], [-2.66656, -1.46738, 0.87926], [-2.31372, -2.88427, 0.15277], [-3.11356, -1.70612, -0.67046]], "e_above_lowest_kj_mol": 81.0, "homo_energy_ev": -6.205, "lumo_ev": 0.33}